(1)
23
Properties=species:S:1:pos:R:3:forces:R:3:lowdin_charge:R:1 method="wB97M-V/def2-TZVPD" fmax_ev_per_a=3.64 e_above_lowest_kcal_mol=74.3 orbital_gap_ev=8.75 smiles=CN(CCN)CCN
C 0.405119 1.760098 1.321278 -0.49 -1.12 2.15 -0.091
N -0.389188 0.559515 0.963091 1.02 2.46 -0.82 -0.261
C -1.172175 0.793000 -0.299584 2.53 -0.69 1.64 -0.144
C -0.147439 1.071267 -1.400219 0.60 2.21 -1.43 -0.270
N -0.433246 0.914317 -2.873160 -0.99 -1.12 1.14 -0.021
C 0.038338 -0.654000 1.504762 -1.03 -2.37 2.57 -0.257
C 1.120722 -1.691268 0.965191 -2.62 1.18 -0.29 -0.234
N 0.491339 -2.653720 0.051150 -0.08 -0.57 -0.78 -0.028
H 1.200578 1.463625 2.043309 -0.76 -0.01 -0.13 0.086
H -0.313130 2.416282 1.898556 1.08 0.09 -0.99 0.102
H 1.019100 2.205780 0.557149 -0.46 0.58 -0.68 0.057
H -1.682675 -0.124174 -0.505946 -1.13 -0.28 -0.02 0.104
H -1.703787 1.696081 0.018299 -0.81 -0.44 -0.96 0.117
H -0.110501 2.180741 -1.454066 1.07 -0.52 1.01 0.101
H 0.841525 0.603901 -1.122661 -1.04 0.54 -0.26 0.117
H -1.155873 0.202853 -2.988932 0.34 -0.03 -0.31 0.051
H 0.421149 0.576629 -3.282614 0.03 -0.24 -0.39 0.046
H -0.900402 -1.229245 1.583484 0.13 -0.53 -0.35 0.103
H 0.177869 -0.570493 2.659684 0.34 0.55 -1.77 0.136
H 1.822093 -1.129632 0.388592 1.13 0.09 0.02 0.086
H 1.491262 -2.169066 1.881864 0.36 -0.11 -0.66 0.099
H 0.395683 -2.395335 -0.932529 0.98 0.46 0.33 0.058
H -0.485357 -2.819546 0.233409 -0.19 -0.15 0.97 0.044


(2)
8
Properties=species:S:1:pos:R:3:forces:R:3:lowdin_charge:R:1 method="wB97M-V/def2-TZVPD" fmax_ev_per_a=5.23 e_above_lowest_kcal_mol=41.0 orbital_gap_ev=10.27 charge=+1 smiles=[NH2+]1[C@@H]2S[C@H]12
N -0.582236 0.133216 -0.619457 1.34 -1.08 0.19 0.143
C 0.280397 0.708123 0.411525 3.02 -2.68 -3.32 -0.326
S 1.933023 0.012860 -0.130544 -1.81 0.66 0.11 1.050
C 0.343447 -0.702050 0.203177 -1.18 -1.63 3.37 -0.475
H -1.536398 -0.053350 -0.358907 -0.73 0.25 -0.50 0.185
H -0.215889 0.059861 -1.541638 -0.56 0.69 -1.57 0.150
H -0.104142 1.300996 1.094612 -1.29 2.81 3.36 0.088
H -0.118201 -1.459653 0.941231 1.22 0.98 -1.64 0.184


(3)
27
Properties=species:S:1:pos:R:3:forces:R:3:lowdin_charge:R:1 method="wB97M-V/def2-TZVPD" fmax_ev_per_a=1.23 e_above_lowest_kcal_mol=37.0 orbital_gap_ev=8.96 smiles="Oc1cccc2nccnc12.CC(C)=O"
O -1.297425 -3.719388 1.115587 0.13 0.06 0.21 0.031
C 0.041781 -3.430615 1.303513 -0.51 0.39 -0.21 -0.269
C 0.880409 -4.377243 1.769107 0.85 -0.81 0.38 -0.016
C 2.271597 -4.104354 1.935628 -0.93 -0.34 -0.01 -0.072
C 2.729562 -2.875153 1.620185 1.07 0.30 -0.05 -0.041
C 1.882154 -1.857512 1.112662 0.75 -0.32 0.21 -0.223
N 2.447061 -0.655149 0.790439 -0.97 0.01 -0.06 0.130
C 1.566960 0.214461 0.366517 0.25 0.39 -0.08 -0.107
C 0.174669 -0.051690 0.234284 -0.49 0.32 -0.19 -0.100
N -0.383276 -1.207153 0.499044 1.01 0.37 0.20 0.152
C 0.517319 -2.125002 0.958988 -0.78 -0.53 -0.07 -0.156
H -1.741247 -3.607728 1.964875 -0.10 0.01 -0.18 0.111
H 0.491870 -5.364433 2.011891 -0.01 0.21 -0.07 0.120
H 2.936957 -4.879178 2.305205 -0.11 0.14 -0.05 0.106
H 3.792394 -2.660855 1.730746 -0.27 0.18 -0.08 0.114
H 1.925208 1.210429 0.099465 -0.06 -0.22 0.04 0.109
H -0.466508 0.759819 -0.112527 0.19 -0.29 0.06 0.078
C -1.687058 3.230995 -3.094659 0.17 -0.25 0.05 -0.020
C -1.434073 3.485295 -1.630181 0.04 -0.05 0.04 -0.489
C -2.050475 4.722957 -1.028801 0.14 -0.10 0.26 -0.021
O -0.764250 2.727355 -0.965020 -0.03 0.15 -0.06 0.050
H -1.187214 2.311421 -3.393103 -0.01 0.02 0.03 0.083
H -2.757840 3.124104 -3.274839 0.00 0.17 -0.07 0.087
H -1.291911 4.055723 -3.689880 -0.18 0.06 -0.02 0.086
H -3.136908 4.680208 -1.120168 0.01 0.12 -0.14 0.087
H -1.671045 5.612001 -1.534950 -0.16 0.01 -0.09 0.086
H -1.788710 4.780685 0.025993 0.00 -0.02 -0.03 0.082


(4)
77
Properties=species:S:1:pos:R:3:forces:R:3:lowdin_charge:R:1 method="wB97M-V/def2-TZVPD" fmax_ev_per_a=0.84 e_above_lowest_kcal_mol=29.6 orbital_gap_ev=8.15 charge=+1
Pt -0.009264 1.600114 -0.415392 0.15 0.52 -0.49 0.735
C 0.566319 3.353309 2.439021 -0.02 -0.14 0.12 -0.204
P 0.489199 1.701965 1.716802 -0.33 0.43 0.14 0.837
C -0.784119 0.803251 2.661177 -0.11 -0.25 -0.28 -0.379
N -0.853915 0.924138 3.958813 -0.03 0.06 0.01 0.159
C -1.812401 0.197868 4.586687 -0.03 -0.04 -0.02 -0.190
C -1.947732 0.290137 5.990544 -0.02 0.00 0.03 -0.001
C -2.909880 -0.440069 6.623065 0.04 0.03 0.01 -0.047
C -3.776969 -1.287318 5.891065 -0.02 -0.02 -0.06 -0.047
C -3.666494 -1.399131 4.536405 -0.02 -0.01 0.03 -0.002
C -2.675396 -0.658192 3.853038 0.02 0.03 0.05 -0.189
N -2.566453 -0.774756 2.505900 0.06 -0.09 -0.01 0.159
C -1.646384 -0.055628 1.920855 0.19 0.13 0.06 -0.389
P -1.449850 -0.084004 0.096643 -0.02 -0.28 0.14 0.852
C -1.293446 -1.847462 -0.302683 -0.08 0.03 0.05 -0.204
C -3.086736 0.511145 -0.560197 0.03 -0.14 0.02 -0.702
C -4.169738 -0.553255 -0.366628 -0.03 0.04 -0.04 -0.079
C -2.910833 0.796541 -2.053190 0.02 0.09 -0.03 -0.091
C -3.478290 1.798314 0.170055 -0.03 0.02 0.06 -0.083
C 2.089084 0.838001 2.033109 0.01 0.17 0.05 -0.691
C 2.456220 1.016683 3.513651 0.04 -0.03 -0.05 -0.071
C 3.159427 1.488864 1.151061 0.03 -0.03 -0.06 -0.076
C 1.948808 -0.647845 1.707116 -0.04 -0.04 0.01 -0.089
H 0.494514 3.268014 3.523789 0.00 0.00 -0.01 0.056
H -0.259645 3.940808 2.044265 -0.01 0.01 0.02 0.050
H 1.496424 3.844409 2.159121 -0.01 -0.01 -0.07 0.059
H -1.276921 0.947365 6.526728 0.00 0.00 0.01 0.121
H -3.018604 -0.376520 7.697213 0.00 0.01 0.00 0.115
H -4.535368 -1.848784 6.419474 0.00 -0.01 0.00 0.115
H -4.317618 -2.038384 3.956006 0.00 -0.01 0.00 0.120
H -2.065615 -2.416160 0.215127 0.01 0.00 0.00 0.056
H -0.311347 -2.195077 0.017877 0.00 0.00 -0.01 0.045
H -1.381802 -1.998345 -1.379454 0.00 0.03 -0.01 0.041
H -3.962935 -1.453760 -0.946133 0.01 -0.01 0.00 0.080
H -5.117084 -0.145200 -0.726574 -0.01 0.00 0.01 0.097
H -4.291821 -0.828491 0.680211 0.01 0.01 -0.02 0.069
H -2.660563 -0.104621 -2.611456 0.02 -0.03 -0.02 0.062
H -2.144143 1.555147 -2.246302 0.00 -0.01 0.02 0.071
H -3.850135 1.188868 -2.448828 -0.01 -0.03 -0.01 0.101
H -3.721272 1.609100 1.216897 0.02 0.00 0.01 0.082
H -4.372480 2.204971 -0.306232 -0.01 0.00 0.02 0.097
H -2.699708 2.561854 0.120227 0.00 -0.02 -0.02 0.064
H 2.678548 2.056299 3.752891 -0.02 0.01 0.00 0.085
H 3.360286 0.435003 3.705434 0.00 0.00 0.02 0.098
H 1.674093 0.663296 4.185770 0.01 -0.01 -0.02 0.073
H 3.314620 2.536986 1.408134 -0.01 0.02 -0.02 0.086
H 2.911945 1.435949 0.088767 -0.01 -0.02 0.02 0.055
H 4.105765 0.967416 1.309931 0.01 0.01 0.01 0.098
H 1.259247 -1.146570 2.392235 -0.02 0.00 -0.02 0.088
H 2.925886 -1.120785 1.824539 -0.01 -0.02 0.01 0.097
H 1.616123 -0.811587 0.680488 0.03 0.01 0.00 0.031
N 0.389675 4.741145 -0.738225 -0.12 0.07 -0.07 -0.003
C 0.274543 3.593749 -0.693538 0.72 -0.33 0.30 -0.471
O 1.373204 1.265437 -2.419187 -0.55 -0.06 0.12 -0.588
S 1.865135 -0.157630 -2.246878 0.07 -0.36 0.16 0.963
C 3.322611 -0.371686 -3.235025 -0.03 0.16 -0.03 -0.387
C 3.357502 0.040512 -4.560509 -0.01 0.03 -0.04 -0.051
C 4.522429 -0.142874 -5.282081 0.00 0.00 0.00 -0.051
C 5.629006 -0.736287 -4.681089 0.00 0.00 0.01 -0.055
C 5.583337 -1.137595 -3.355364 0.01 0.00 -0.01 -0.062
C 4.422143 -0.947093 -2.618018 -0.01 0.00 0.01 -0.083
C 0.740911 -1.192555 -3.177372 0.15 0.03 -0.11 -0.398
C -0.283752 -0.611974 -3.899843 0.04 0.03 -0.02 -0.094
C -1.146136 -1.434989 -4.615947 -0.03 0.01 -0.01 -0.068
C -0.974369 -2.810092 -4.597094 0.01 -0.01 0.01 -0.061
C 0.066866 -3.378048 -3.868316 0.00 0.00 -0.01 -0.062
C 0.933578 -2.568347 -3.154987 -0.05 -0.01 0.06 -0.083
H 2.489525 0.506142 -5.010234 0.00 -0.01 0.00 0.123
H 4.573672 0.173327 -6.314916 -0.01 0.01 0.00 0.115
H 6.534732 -0.880280 -5.254616 0.01 0.00 0.00 0.113
H 6.450272 -1.587937 -2.891722 0.00 0.00 0.00 0.112
H 4.371795 -1.239605 -1.576210 0.00 0.00 0.01 0.107
H -0.383867 0.465963 -3.911966 -0.02 0.01 0.01 0.108
H -1.947677 -0.996484 -5.196183 0.00 0.00 0.00 0.116
H -1.644570 -3.445312 -5.160402 -0.01 0.00 0.00 0.112
H 0.204482 -4.450914 -3.864697 0.00 0.00 0.00 0.113
H 1.753408 -3.000437 -2.592649 0.01 0.00 0.00 0.119